1.
This record from the OMol25 dataset describes C21H22F10GeN3PtS4 as an isolated structure. The level of theory is wB97M-V/def2-TZVPD.

Geometry (Å):
Pt 0.616 -0.348 -0.059
C 1.088 -0.908 3.023
N -0.001 -0.784 2.055
C -0.774 0.441 2.336
C -1.873 0.647 1.325
N -1.293 0.630 -0.006
C -2.062 1.157 -1.005
C -1.528 1.867 -2.101
F -0.219 2.126 -2.156
C -2.300 2.421 -3.103
F -1.708 3.111 -4.087
C -3.679 2.329 -3.076
F -4.431 2.886 -4.038
C -4.254 1.659 -2.018
F -5.587 1.521 -1.964
C -3.470 1.089 -1.032
F -4.136 0.366 -0.104
C -0.822 -2.021 2.042
C -1.478 -2.313 0.705
N -0.432 -2.244 -0.285
C -0.676 -2.892 -1.472
C -1.940 -3.017 -2.070
F -3.013 -2.411 -1.517
C -2.165 -3.692 -3.257
F -3.404 -3.745 -3.772
C -1.117 -4.279 -3.933
F -1.319 -4.921 -5.095
C 0.149 -4.190 -3.382
F 1.176 -4.791 -4.000
C 0.354 -3.533 -2.186
F 1.581 -3.597 -1.669
H 0.680 -1.050 4.032
H 1.723 -1.752 2.767
H 1.691 -0.006 3.006
H -1.197 0.404 3.350
H -0.071 1.269 2.289
H -2.661 -0.093 1.486
H -2.333 1.622 1.546
H -0.141 -2.845 2.256
H -1.563 -1.970 2.850
H -1.896 -3.328 0.764
H -2.321 -1.649 0.521
S 1.135 -0.482 -2.353
S 3.104 -0.080 -2.667
S 4.023 -0.441 -0.797
S 2.663 -1.457 0.242
C 1.704 2.959 3.066
Ge 2.723 2.176 1.560
C 3.661 3.684 0.720
C 4.140 1.084 2.373
C 1.523 1.511 0.159
H 2.311 3.727 3.550
H 1.435 2.222 3.825
H 0.788 3.430 2.706
H 4.199 4.277 1.463
H 2.958 4.334 0.197
H 4.380 3.305 -0.008
H 4.835 1.764 2.873
H 4.686 0.525 1.616
H 3.766 0.373 3.109
H 2.074 1.692 -0.767
H 0.698 2.230 0.165

The calculation puts the orbital gap at 6.5 eV. The calculation puts the HOMO energy at -0.163 Ha. As for the net charge: -1. The spin multiplicity is 1. The value obtained for the maximum force is 0.0179 Eh/bohr.

---

2.
This record from the OMol25 dataset describes C52H71GeN6O8P2STi as an isolated structure in a non-equilibrium geometry. The level of theory is wB97M-V/def2-TZVPD.

Geometry (Å):
Ti 0.934 0.441 0.070
N -0.674 -1.426 -4.572
C -0.391 -0.970 -3.271
S -1.610 0.039 -2.560
N 0.730 -1.402 -2.805
N 1.302 -0.917 -1.645
C 2.529 -1.432 -1.534
C 3.461 -0.957 -0.609
C 4.790 -1.460 -0.550
C 5.681 -0.919 0.327
C 5.260 0.129 1.182
C 3.957 0.553 1.099
N 3.069 0.064 0.226
H -1.659 -1.603 -4.707
H -0.093 -2.218 -4.815
H 2.828 -2.175 -2.266
H 5.065 -2.267 -1.218
H 6.697 -1.293 0.377
H 5.931 0.575 1.903
H 3.578 1.317 1.763
O -0.888 0.805 0.348
C -1.543 1.548 1.196
C -0.927 2.279 2.232
C -1.671 3.093 3.102
C -1.043 3.788 4.122
C 0.333 3.698 4.331
C 1.086 2.913 3.476
C 0.500 2.215 2.415
O 1.250 1.540 1.593
N -1.832 4.642 4.989
O -3.031 4.751 4.772
O -1.270 5.230 5.905
H -2.625 1.593 1.074
H -2.742 3.181 2.976
H 0.784 4.233 5.153
H 2.155 2.811 3.610
C -2.416 -4.949 -4.772
C -3.501 -4.083 -4.730
C -3.660 -3.211 -3.658
C -2.752 -3.190 -2.599
C -1.674 -4.078 -2.656
C -1.502 -4.946 -3.726
Ge -2.806 -1.912 -1.069
C -4.609 -1.036 -1.236
C -5.569 -1.108 -0.224
C -6.803 -0.478 -0.339
C -7.115 0.247 -1.481
C -6.172 0.344 -2.495
C -4.938 -0.282 -2.368
C -3.232 -3.187 0.454
C -3.630 -4.507 0.245
C -4.066 -5.304 1.299
C -4.129 -4.788 2.586
C -3.721 -3.481 2.816
C -3.258 -2.701 1.764
H -2.284 -5.621 -5.612
H -4.227 -4.086 -5.536
H -4.513 -2.544 -3.644
H -0.941 -4.076 -1.854
H -0.652 -5.620 -3.746
H -5.361 -1.670 0.678
H -7.523 -0.553 0.469
H -8.077 0.739 -1.575
H -6.392 0.921 -3.387
H -4.202 -0.163 -3.155
H -3.611 -4.927 -0.755
H -4.373 -6.328 1.109
H -4.483 -5.403 3.406
H -3.764 -3.071 3.819
H -2.892 -1.698 1.967
C 2.762 1.492 -3.779
C 1.959 2.803 -3.712
C 0.616 2.499 -4.388
C 2.682 3.885 -4.518
P 1.615 3.174 -1.874
N 1.249 1.886 -1.105
C 0.193 4.424 -1.757
C 0.184 4.968 -0.319
C -1.129 3.652 -1.919
C 0.242 5.602 -2.733
C 3.168 3.981 -1.143
C 3.056 3.936 0.391
C 4.348 3.060 -1.503
C 3.488 5.412 -1.576
H 2.636 1.049 -4.771
H 2.394 0.778 -3.045
H 3.828 1.641 -3.612
H 0.809 2.030 -5.357
H 0.025 3.395 -4.567
H 0.024 1.799 -3.799
H 2.731 3.555 -5.562
H 3.706 4.040 -4.181
H 2.163 4.843 -4.499
H 0.293 4.164 0.410
H -0.779 5.452 -0.133
H 0.964 5.712 -0.152
H -1.103 2.717 -1.361
H -1.362 3.409 -2.951
H -1.946 4.266 -1.525
H 1.192 6.135 -2.705
H -0.545 6.313 -2.456
H 0.054 5.293 -3.759
H 2.647 2.982 0.720
H 2.433 4.729 0.798
H 4.057 4.050 0.820
H 4.090 2.011 -1.350
H 5.193 3.292 -0.848
H 4.683 3.196 -2.531
H 2.746 6.124 -1.216
H 3.576 5.524 -2.655
H 4.450 5.695 -1.133
C 1.885 -4.099 0.346
C 1.659 -4.189 1.850
C 0.202 -4.516 2.143
C 2.576 -5.242 2.459
O 2.067 -2.962 2.483
P 1.296 -1.545 2.493
O 2.238 -0.605 3.128
O 0.689 -1.304 1.113
O -0.008 -1.771 3.409
C -0.017 -1.701 4.845
C 1.148 -2.466 5.469
C 0.013 -0.237 5.272
C -1.337 -2.349 5.244
H 1.694 -5.068 -0.121
H 2.915 -3.798 0.143
H 1.224 -3.351 -0.093
H -0.083 -5.437 1.631
H -0.448 -3.714 1.798
H 0.042 -4.646 3.216
H 2.421 -6.208 1.972
H 2.379 -5.347 3.528
H 3.617 -4.941 2.331
H 2.099 -2.062 5.121
H 1.101 -3.524 5.201
H 1.092 -2.374 6.556
H 0.927 0.232 4.910
H -0.028 -0.164 6.362
H -0.839 0.299 4.847
H -1.410 -3.346 4.808
H -2.175 -1.754 4.876
H -1.407 -2.426 6.332

The calculation puts the orbital gap (spin up / spin down) at 3.6 / 3.6 eV. The calculation puts the HOMO energy (spin up / spin down) at 0.005 / 0.005 Ha. As for the net charge: -2. The spin multiplicity is 2. The value obtained for the maximum force is 0.0552 Eh/bohr.

---

3.
This record from the OMol25 dataset describes a single C5H6FNO molecule in a non-equilibrium geometry. The level of theory is wB97M-V/def2-TZVPD.

Geometry (Å):
C 1.256 -0.096 2.438
C 0.613 0.028 1.139
N 0.750 0.935 0.218
C 0.017 0.540 -0.867
C -0.330 1.478 -1.917
C -0.470 -0.622 -0.528
F -1.447 -1.292 -1.190
O -0.202 -0.982 0.737
H 1.667 0.969 2.667
H 2.042 -0.891 2.462
H 0.433 -0.458 3.019
H -1.014 2.251 -1.458
H -0.900 1.092 -2.690
H 0.652 2.003 -2.292

The calculation puts the orbital gap at 9.8 eV. The calculation puts the HOMO energy at -0.326 Ha. As for the net charge: 0. The spin multiplicity is 1. As for the SMILES: Cc1nc(C)c(F)o1. The value obtained for the maximum force is 0.0735 Eh/bohr.

---

4.
This record from the OMol25 dataset describes a 2-piece molecular cluster, C4H8O3 overall in a non-equilibrium geometry. The level of theory is wB97M-V/def2-TZVPD.

Geometry (Å):
C -2.068 -0.180 0.175
O -0.790 0.412 0.223
C -0.264 1.454 -2.035
O -1.312 1.251 -2.429
C 0.274 -0.353 0.751
C 1.586 0.026 0.064
O 2.612 -0.567 0.839
H -2.086 -1.093 -0.441
H -2.468 -0.418 1.171
H -2.730 0.555 -0.294
H 0.393 -0.146 1.823
H 0.101 -1.431 0.625
H 1.606 -0.342 -0.974
H 1.684 1.121 0.022
H 3.462 -0.290 0.478

The calculation puts the orbital gap at 10.8 eV. The calculation puts the HOMO energy at -0.366 Ha. As for the net charge: 0. The spin multiplicity is 1. The value obtained for the maximum force is 0.0294 Eh/bohr.

---

5.
This record from the OMol25 dataset describes a 2-piece molecular cluster, C7H14 overall in a non-equilibrium geometry. The level of theory is wB97M-V/def2-TZVPD.

Geometry (Å):
C 2.009 -0.788 0.818
C 0.830 -0.734 -0.078
C 0.012 0.420 -0.093
C 0.412 1.701 0.364
C -1.116 0.391 -1.223
C -1.591 0.172 0.115
C -2.091 -1.157 0.618
H 2.392 -1.793 0.965
H 2.846 -0.183 0.475
H 1.736 -0.368 1.785
H 1.989 0.708 -1.919
H 0.589 -1.583 -0.700
H 1.408 1.892 0.690
H -0.307 2.451 0.627
H 1.858 1.427 -1.721
H -1.249 1.349 -1.708
H -1.023 -0.468 -1.882
H -2.010 1.037 0.625
H -1.832 -1.305 1.670
H -1.679 -1.990 0.043
H -3.184 -1.179 0.528

The calculation puts the orbital gap (spin up / spin down) at 7.7 / 7.2 eV. The calculation puts the HOMO energy (spin up / spin down) at -0.256 / -0.247 Ha. As for the net charge: 0. The spin multiplicity is 1. The value obtained for the maximum force is 0.0369 Eh/bohr.

---

Quick rundown of energy relative to the best compared isomer or geometry (same formula, charge and spin), same order as above: 0.0; 21.6; 44.6; 51.3; 119.2 kcal per mole